10 unconnected molecules or ions with the total composition C20H60O10 at a distorted geometry. Source: the Open Molecules 2025 dataset; level of theory: wB97M-V/def2-TZVPD.

Computed properties:
**Net charge**: +1
**HOMO-LUMO gap (alpha / beta)**: 9.921 / 3.071 eV
**<S²>**: 0.75
**F_max**: 3.0 eV Å⁻¹
**Multiplicity**: 2

Atoms and positions in Å:
C1 5.84 -1.76 3.33
C2 4.52 -2.39 2.92
O1 4.24 -3.37 3.91
H1 6.17 -1.01 2.60
H2 6.71 -2.40 3.45
H3 5.71 -1.19 4.25
H4 4.60 -2.73 1.89
H5 3.74 -1.63 2.91
H6 3.37 -3.72 3.72
C3 3.57 1.90 1.87
C4 4.53 1.25 0.87
O2 3.92 0.14 0.33
H7 4.04 2.80 2.25
H8 3.37 1.22 2.70
H9 2.70 2.25 1.31
H10 5.48 1.01 1.36
H11 4.82 2.00 0.13
H12 4.60 -0.49 0.06
C5 -2.50 3.84 0.59
C6 -1.93 3.99 -0.81
O3 -2.52 3.07 -1.71
H13 -2.14 2.92 1.04
H14 -3.58 3.84 0.47
H15 -2.23 4.59 1.33
H16 -0.86 3.79 -0.81
H17 -2.09 5.02 -1.14
H18 -2.24 3.22 -2.62
C7 2.77 -2.29 -2.43
C8 3.75 -1.46 -3.25
O4 3.26 -1.30 -4.58
H19 3.05 -2.30 -1.38
H20 2.62 -3.30 -2.81
H21 1.82 -1.75 -2.43
H22 4.77 -1.83 -3.19
H23 3.81 -0.45 -2.85
H24 3.08 -0.38 -4.78
C9 -6.51 0.58 -0.15
C10 -5.55 1.68 -0.58
O5 -4.34 1.12 -1.09
H25 -6.51 -0.28 -0.83
H26 -7.51 1.00 -0.25
H27 -6.38 0.12 0.83
H28 -5.40 2.34 0.27
H29 -6.07 2.19 -1.39
H30 -3.66 1.80 -1.06
C11 -0.70 -0.06 -0.45
C12 0.81 0.11 -0.23
O6 1.31 -0.95 0.48
H31 -1.24 -0.14 0.48
H32 -0.83 -1.01 -0.98
H33 -1.14 0.77 -0.99
H34 0.94 0.98 0.41
H35 1.34 0.21 -1.18
H36 2.23 -0.73 0.65
C13 -0.41 2.09 -4.52
C14 -1.09 3.29 -5.13
O7 -1.79 4.04 -4.20
H37 -1.04 1.50 -3.86
H38 0.42 2.42 -3.89
H39 0.08 1.38 -5.19
H40 -1.85 2.94 -5.83
H41 -0.45 4.00 -5.66
H42 -2.21 4.77 -4.68
C15 0.16 2.83 3.58
C16 -0.46 1.43 3.57
O8 -1.12 1.23 4.81
H43 -0.65 3.55 3.73
H44 0.76 3.03 2.69
H45 0.78 2.95 4.47
H46 0.32 0.67 3.49
H47 -1.13 1.20 2.74
H48 -1.51 0.35 4.79
C17 -3.31 -2.45 -0.35
C18 -3.87 -2.83 0.99
O9 -2.87 -2.38 1.93
H49 -3.20 -1.37 -0.50
H50 -3.96 -2.89 -1.11
H51 -2.35 -2.91 -0.56
H52 -3.91 -3.91 1.09
H53 -4.86 -2.41 1.14
H54 -2.04 -2.72 1.57
C19 -0.43 -5.45 0.28
C20 0.40 -4.13 0.02
O10 -0.06 -3.22 1.07
H55 -0.12 -6.22 -0.44
H56 -1.51 -5.34 0.20
H57 -0.19 -5.89 1.25
H58 0.14 -3.73 -0.97
H59 1.47 -4.26 0.18
H60 0.32 -2.36 0.87



10 unconnected molecules or ions with the total composition C20H60O20 at a distorted geometry. Source: the Open Molecules 2025 dataset; level of theory: wB97M-V/def2-TZVPD.

Computed properties:
**Net charge**: 0
**Structure (SMILES)**: OCCO.OCCO.OCCO.OCCO.OCCO.OCCO.OCCO.OCCO.OCCO.OCCO
**HOMO-LUMO gap**: 9.753 eV
**F_max**: 4.3 eV Å⁻¹

Atoms and positions in Å:
O1 -3.23 -1.00 -8.16
C1 -2.56 -1.22 -9.36
C2 -3.27 -0.99 -10.71
O2 -2.41 -1.04 -11.78
H1 -2.86 -1.40 -7.37
H2 -1.94 -0.32 -9.47
H3 -1.99 -2.14 -9.33
H4 -3.78 -0.04 -10.55
H5 -4.12 -1.65 -10.88
H6 -2.81 -1.73 -12.31
O3 -5.99 1.00 2.62
C3 -5.29 2.10 3.11
C4 -6.08 3.24 3.63
O4 -6.82 2.77 4.77
H7 -6.27 0.43 3.33
H8 -4.63 1.84 3.94
H9 -4.77 2.54 2.26
H10 -6.89 3.55 2.96
H11 -5.56 4.11 4.04
H12 -6.41 3.06 5.59
O5 2.64 -2.03 -5.60
C5 2.07 -2.86 -6.71
C6 2.81 -2.49 -8.04
O6 3.91 -3.30 -8.23
H13 3.60 -2.05 -5.66
H14 2.23 -3.90 -6.44
H15 1.00 -2.70 -6.83
H16 3.16 -1.46 -7.98
H17 2.19 -2.61 -8.93
H18 4.75 -2.84 -8.11
O7 -0.78 -3.92 3.66
C7 -0.50 -5.35 3.94
C8 -0.03 -5.56 5.37
O8 0.13 -6.89 5.42
H19 -1.11 -3.48 4.45
H20 -1.30 -6.02 3.64
H21 0.26 -5.72 3.25
H22 -0.73 -5.11 6.08
H23 0.92 -5.10 5.66
H24 1.04 -7.14 5.26
O9 -0.77 0.01 -2.87
C9 -0.42 0.23 -1.56
C10 -1.78 0.57 -0.79
O10 -1.49 0.81 0.52
H25 -0.06 0.32 -3.44
H26 0.13 -0.59 -1.10
H27 0.30 1.05 -1.56
H28 -2.45 -0.27 -0.67
H29 -2.20 1.46 -1.27
H30 -2.00 0.20 1.06
O11 1.90 4.19 5.09
C11 1.19 4.72 3.95
C12 2.14 5.20 2.76
O12 2.92 6.31 3.10
H31 1.20 3.85 5.64
H32 0.55 4.00 3.44
H33 0.54 5.54 4.29
H34 1.76 5.31 1.75
H35 2.92 4.44 2.63
H36 3.67 6.02 3.64
O13 4.50 -4.59 -1.93
C13 4.71 -5.48 -0.88
C14 5.71 -6.60 -1.30
O14 6.99 -6.13 -1.72
H37 3.55 -4.43 -1.93
H38 5.22 -5.06 -0.01
H39 3.78 -6.00 -0.64
H40 5.38 -7.31 -2.05
H41 5.83 -7.28 -0.45
H42 6.98 -5.86 -2.63
O15 3.48 -0.65 1.17
C15 4.19 0.41 0.54
C16 5.67 0.16 0.83
O16 6.60 0.75 -0.11
H43 2.58 -0.34 1.09
H44 4.10 0.35 -0.54
H45 3.70 1.31 0.91
H46 6.03 -0.86 0.77
H47 5.89 0.48 1.85
H48 7.43 0.47 0.29
O17 -1.29 -0.36 6.20
C17 -0.81 -0.16 7.52
C18 -1.67 1.00 8.16
O18 -1.31 2.18 7.56
H49 -1.16 0.49 5.76
H50 -1.03 -1.10 8.02
H51 0.27 -0.01 7.54
H52 -1.64 1.07 9.25
H53 -2.71 1.05 7.86
H54 -2.02 2.81 7.74
O19 -3.22 7.55 0.75
C19 -3.53 6.22 0.45
C20 -4.06 6.07 -1.00
O20 -3.03 6.22 -1.97
H55 -2.29 7.70 0.90
H56 -2.61 5.69 0.66
H57 -4.24 5.73 1.12
H58 -4.88 6.78 -1.07
H59 -4.41 5.04 -1.10
H60 -3.29 6.73 -2.74



11 unconnected molecules or ions with the total composition C20H62N8O11 at a distorted geometry. Source: the Open Molecules 2025 dataset; level of theory: wB97M-V/def2-TZVPD.

Computed properties:
**Net charge**: 0
**Structure (SMILES)**: NC(N)=O.NC(N)=O.NC(N)=O.NC(N)=O.CC(C)O.CC(C)O.CCO.CCO.CCO.CCO.CCO
**HOMO-LUMO gap**: 9.151 eV
**F_max**: 8.4 eV Å⁻¹

Atoms and positions in Å:
N1 -0.82 3.88 0.92
C1 -1.42 4.27 -0.13
N2 -1.92 5.42 0.12
O1 -1.62 3.56 -1.11
H1 -0.54 4.46 1.69
H2 -0.54 2.91 0.88
H3 -1.78 5.86 1.02
H4 -2.55 5.76 -0.59
N3 0.67 -4.09 -0.31
C2 -0.48 -4.59 -0.70
N4 -0.76 -5.54 0.08
O2 -1.22 -4.03 -1.46
H5 1.32 -4.65 0.24
H6 1.03 -3.29 -0.81
H7 -1.61 -6.07 -0.03
H8 0.06 -6.05 0.37
N5 -0.15 0.30 -1.12
C3 0.34 0.21 0.10
N6 0.91 -0.89 0.38
O3 0.19 1.14 0.91
H9 -0.24 -0.49 -1.74
H10 -0.53 1.17 -1.44
H11 1.12 -1.52 -0.38
H12 1.39 -0.93 1.27
N7 1.75 -2.58 -4.34
C4 1.07 -2.17 -3.32
N8 -0.20 -2.14 -3.61
O4 1.51 -1.91 -2.22
H13 1.22 -2.70 -5.18
H14 2.76 -2.59 -4.26
H15 -0.87 -2.13 -2.85
H16 -0.29 -2.63 -4.48
C5 0.47 -0.87 3.95
C6 0.04 -0.14 5.22
C7 -1.33 0.49 5.08
O5 0.01 -0.97 6.38
H17 0.48 -0.20 3.10
H18 -0.27 -1.64 3.75
H19 1.50 -1.20 4.10
H20 0.71 0.70 5.39
H21 -1.41 1.30 4.37
H22 -1.60 0.86 6.07
H23 -2.08 -0.26 4.80
H24 -0.33 -0.38 7.06
C8 -2.74 -1.75 1.66
C9 -3.75 -0.63 1.76
C10 -3.30 0.77 1.27
O6 -4.74 -0.95 0.84
H25 -2.71 -2.33 2.59
H26 -1.76 -1.28 1.65
H27 -2.67 -2.40 0.79
H28 -4.17 -0.65 2.76
H29 -2.56 0.66 0.48
H30 -2.81 1.31 2.08
H31 -4.06 1.42 0.82
H32 -4.29 -1.23 0.04
C11 -4.71 -0.69 -2.79
C12 -3.39 -1.27 -2.40
O7 -3.59 -2.42 -1.61
H33 -5.28 -1.40 -3.39
H34 -4.50 0.05 -3.56
H35 -5.36 -0.27 -2.02
H36 -2.83 -0.50 -1.87
H37 -2.79 -1.51 -3.28
H38 -2.76 -2.88 -1.59
C13 4.03 -1.36 0.10
C14 4.07 -1.36 1.62
O8 4.68 -0.18 2.11
H39 3.42 -0.57 -0.34
H40 3.58 -2.27 -0.29
H41 5.08 -1.29 -0.19
H42 4.56 -2.28 1.94
H43 3.08 -1.49 2.06
H44 4.00 0.43 2.39
C15 -1.32 0.91 -5.18
C16 -1.24 2.00 -4.07
O9 -2.47 2.00 -3.41
H45 -1.70 -0.09 -4.97
H46 -0.41 0.71 -5.76
H47 -2.12 1.11 -5.89
H48 -0.97 2.98 -4.46
H49 -0.35 1.76 -3.49
H50 -2.33 2.41 -2.55
C17 3.16 1.18 -2.80
C18 3.04 2.50 -2.03
O10 4.07 3.40 -2.39
H51 4.04 0.58 -2.60
H52 3.11 1.38 -3.87
H53 2.27 0.60 -2.56
H54 3.08 2.52 -0.94
H55 2.12 2.98 -2.36
H56 3.74 4.28 -2.59
C19 3.98 2.16 4.05
C20 2.76 2.39 3.19
O11 2.45 1.23 2.53
H57 3.94 1.25 4.64
H58 4.05 2.96 4.79
H59 4.87 2.18 3.42
H60 2.86 3.27 2.56
H61 1.98 2.68 3.89
H62 1.65 1.39 2.02



no.,DFT total energy (Ha)
1,-1549.93101
2,-2302.42569
3,-2064.91050